(1)
Density functional theory data (ωB97M-V/def2-TZVPD) for C3H9N3O2 as an isolated structure in a non-equilibrium geometry.

XYZ file:
```
17
Properties=species:S:1:pos:R:3:forces:R:3:nbo_charge:R:1
C -2.498528 0.540478 0.662837 -1.32 0.66 2.63 -0.669
C -2.029485 -0.312216 -0.588565 -2.99 0.23 -1.05 -0.098
C 0.218642 -0.297615 -0.260464 -1.07 -2.48 3.33 0.634
H -3.393559 1.373713 0.587685 2.17 -2.44 -0.29 0.229
H -1.670440 1.087311 1.245434 -0.81 -0.66 -1.50 0.216
H -2.805747 -0.254240 1.547176 0.35 1.81 -2.46 0.214
H -2.883180 -1.187286 -0.691324 2.04 2.50 -0.51 0.197
H -1.627694 0.220271 -1.588985 -2.13 -0.72 2.18 0.226
H 1.167638 -2.061440 0.351126 -1.99 3.63 1.58 0.376
H 2.812503 0.021661 0.832659 -1.57 -3.41 -4.16 0.479
H 2.279542 1.884559 -0.955370 -3.57 0.15 4.25 0.394
H 0.638289 2.589637 0.591543 3.50 -3.04 -2.73 0.399
N 1.108209 -0.907461 0.592842 0.77 -6.51 -1.10 -0.336
N 0.319046 0.853324 -0.653451 0.77 4.63 -0.46 -0.431
N 1.416821 1.654577 0.121686 -0.99 1.52 -3.08 -0.748
O -0.930841 -1.011841 -0.172951 1.92 -1.12 -0.65 -0.498
O 2.359634 -0.795802 0.019160 4.93 5.26 4.02 -0.584
```
Positions in Å, forces in eV/Å.

Its total energy is -434.10170 Ha. As for the molar mass: 119.12 g/mol. The relative energy (zero: lowest compared OMol25 entry of this formula, charge and spin) is 1114.4 kJ/mol.

(2)
Density functional theory data (ωB97M-V/def2-TZVPD) for an isolated molecule of C3H9N3OS.

XYZ file:
```
17
Properties=species:S:1:pos:R:3:forces:R:3:nbo_charge:R:1
C 2.548502 -0.946157 0.017058 -0.12 0.39 -0.44 -0.601
C 1.397970 0.046913 0.120492 -0.25 -0.44 -0.29 -0.240
N 0.126693 -0.674520 0.146918 0.06 0.24 0.01 -0.502
C -0.931729 -0.096338 -0.233782 0.22 -0.40 0.14 0.532
N -1.086619 1.237734 -0.622229 -0.91 -0.04 -0.34 -0.364
O -0.597450 2.141275 0.333072 0.64 0.52 -0.18 -0.557
N -2.076830 -0.887337 -0.432490 -0.32 0.28 -0.02 -0.766
S -3.605542 -0.427894 0.147993 0.20 0.06 0.21 0.174
H 3.495092 -0.410404 0.018677 0.15 0.02 -0.04 0.202
H 2.542211 -1.623301 0.852949 -0.05 -0.33 0.34 0.210
H 2.477197 -1.525775 -0.909309 0.00 0.07 0.16 0.206
H 1.491247 0.637285 1.024660 0.07 0.16 0.22 0.196
H 1.428344 0.733665 -0.734517 0.04 0.05 0.00 0.166
H -2.081049 1.460702 -0.766867 0.64 -0.10 0.09 0.373
H 0.120238 2.607439 -0.139540 -0.48 -0.27 0.39 0.472
H -1.864080 -1.862809 -0.316850 0.13 -0.18 0.04 0.407
H -3.384192 -0.410485 1.493770 -0.01 -0.04 -0.31 0.092
```
Positions in Å, forces in eV/Å.

Its total energy is -757.32753 Ha. Its SMILES is CC/N=C(\NO)NS. As for the molar mass: 135.19 g/mol. The relative energy (zero: lowest compared OMol25 entry of this formula, charge and spin) is 211.3 kJ/mol.

(3)
Density functional theory data (ωB97M-V/def2-TZVPD) for a 2-piece molecular cluster, C3H9N3P overall in a non-equilibrium geometry.

XYZ file:
```
16
Properties=species:S:1:pos:R:3:forces:R:3:nbo_charge:R:1
C -1.728828 -0.048232 -0.213431 -0.35 -0.06 -0.11 0.410
C 1.768714 0.881501 0.254387 -0.26 0.26 0.12 -0.682
C 0.559115 0.045491 0.497517 2.30 -3.21 0.35 0.154
N 1.227185 -1.949368 0.222800 -3.23 3.09 -0.02 -0.906
N -2.675177 0.033594 -1.128602 0.43 -0.01 0.17 -0.701
N -0.455234 0.139301 -0.445828 -0.51 0.23 -0.93 -0.522
P 2.722335 -2.052430 0.548173 1.62 0.00 0.42 0.795
H -2.023404 -0.269068 0.806075 0.00 -0.01 -0.03 0.236
H 2.199102 0.685050 -0.726751 0.01 0.00 -0.07 0.234
H 2.525007 0.673344 1.010444 -0.05 0.01 -0.06 0.261
H 1.514024 1.942670 0.319844 0.05 0.05 0.01 0.244
H 0.207584 -0.043077 1.517515 -0.11 0.02 -0.05 0.226
H -3.644522 -0.096991 -0.883660 0.06 -0.03 0.05 0.444
H -2.461892 0.235470 -2.095702 -0.08 -0.03 0.03 0.426
H -0.150494 0.326245 -1.399648 -0.08 -0.07 0.14 0.427
H 2.787356 -3.442375 0.272176 0.20 -0.24 -0.03 -0.045
```
Positions in Å, forces in eV/Å.

Its total energy is -624.98636 Ha. The net charge is +1. As for the molar mass: 118.10 g/mol. The relative energy (zero: lowest compared OMol25 entry of this formula, charge and spin) is 209.1 kJ/mol.

(4)
Density functional theory data (ωB97M-V/def2-TZVPD) for C3H9N3S as an isolated structure in a non-equilibrium geometry.

XYZ file:
```
16
Properties=species:S:1:pos:R:3:forces:R:3:nbo_charge:R:1
C -1.337577 -1.784731 0.357242 1.36 0.11 1.01 -0.429
C 0.500873 -0.050764 -0.126896 -0.65 -3.64 -2.68 0.606
C -0.192033 2.115043 0.057814 -2.65 -1.43 -0.81 -0.422
H -2.290795 -2.022770 -0.075838 -0.87 0.36 0.33 0.198
H -1.441550 -1.564177 1.686720 0.54 -1.01 -4.38 0.200
H -0.780288 -2.825194 0.007392 -0.54 3.15 1.41 0.233
H -1.761105 0.240400 -0.348385 3.46 -1.94 -0.09 0.411
H 1.565971 -1.634275 -1.273890 -0.05 2.08 2.44 0.414
H 2.595263 1.381953 0.188098 0.01 -3.72 -0.63 0.243
H -0.569090 2.407090 -1.025840 0.82 -0.80 1.98 0.197
H -1.084781 1.545604 0.601958 1.44 2.12 -0.83 0.172
H 0.046086 3.043419 0.539770 0.38 0.16 0.46 0.212
N -0.890863 -0.469314 -0.424314 -0.37 -1.50 2.04 -0.686
N 1.610336 -1.050783 -0.340980 -2.02 0.17 -0.67 -0.817
N 0.861352 1.113930 0.044593 -0.17 3.79 0.56 -0.521
S 3.168195 -0.445434 0.132556 -0.68 2.09 -0.13 -0.009
```
Positions in Å, forces in eV/Å.

Its total energy is -681.95732 Ha. As for the molar mass: 119.19 g/mol. The relative energy (zero: lowest compared OMol25 entry of this formula, charge and spin) is 547.6 kJ/mol.

(5)
Density functional theory data (ωB97M-V/def2-TZVPD) for C3H9N3S as an isolated structure in a non-equilibrium geometry.

XYZ file:
```
16
Properties=species:S:1:pos:R:3:forces:R:3:nbo_charge:R:1
C -2.151960 0.596616 0.579257 -1.20 1.16 0.51 -0.718
C -2.008883 -0.629208 -0.341455 -0.46 -0.06 -4.34 -0.592
C 1.313617 0.928100 -0.306380 1.57 3.06 -1.39 0.300
H -2.560225 0.006147 1.483378 0.33 1.96 -0.64 0.199
H -2.948281 1.652787 0.170672 2.48 -3.68 1.32 0.202
H -0.693305 0.968359 0.603436 -4.86 0.27 0.26 0.325
H -2.694653 -1.573447 -0.352314 1.29 1.70 1.03 0.242
H -1.998367 -0.466478 -1.555303 -0.29 0.35 2.84 0.205
H 1.388398 1.927934 -0.708705 0.90 0.63 0.50 0.187
H 3.410155 0.809445 -0.012199 -3.25 -1.15 0.10 0.406
H 1.946369 -1.345977 1.083515 1.33 0.85 -1.02 0.367
H 2.155934 -1.708733 -0.473370 0.78 2.03 0.33 0.374
N 0.137187 0.555207 -0.389517 -0.60 -1.05 -1.02 -0.719
N 2.417845 0.327519 0.076043 4.38 0.40 -0.31 -0.438
N 2.533370 -1.033259 0.256375 -1.17 -3.36 1.61 -0.664
S -0.247199 -1.015011 -0.113431 -1.22 -3.13 0.23 0.325
```
Positions in Å, forces in eV/Å.

Its total energy is -681.91965 Ha. As for the molar mass: 119.19 g/mol. The relative energy (zero: lowest compared OMol25 entry of this formula, charge and spin) is 646.5 kJ/mol.

(6)
Density functional theory data (ωB97M-V/def2-TZVPD) for C3H9N3Si as an isolated structure in a non-equilibrium geometry.

XYZ file:
```
16
Properties=species:S:1:pos:R:3:forces:R:3:nbo_charge:R:1
N -3.031724 -0.231148 -1.107663 5.17 0.51 -0.09 0.027
N -0.591185 -0.933490 -1.267893 -6.28 2.92 -0.93 -0.735
N -1.877093 -0.317687 -1.139474 -1.74 -3.99 -1.15 0.149
C -0.261926 -1.328567 1.327654 1.42 1.14 -2.14 -1.090
C 1.816797 -0.043100 -0.873129 0.07 1.17 0.74 -1.135
C -0.449810 1.756619 0.262438 1.43 0.07 1.63 -1.146
Si 0.153881 -0.004475 -0.001367 0.24 1.04 -0.61 1.715
H -1.164743 -1.840666 0.920423 0.47 0.60 1.39 0.267
H 0.599123 -1.953412 1.144418 0.20 -0.85 -0.14 0.232
H -0.019112 -0.893290 2.255504 -1.07 -0.07 1.82 0.236
H 2.634604 0.732035 -1.007536 -1.52 -0.88 -0.13 0.259
H 2.111378 -0.638299 -0.052659 1.76 -1.68 0.52 0.215
H 1.428637 -0.650609 -1.697064 1.27 0.26 -0.21 0.266
H 0.567087 2.200350 0.560846 -1.41 -0.21 -0.19 0.242
H -0.851787 2.420907 -0.510077 -0.06 -0.56 0.07 0.262
H -1.064129 1.724835 1.185578 0.06 0.51 -0.57 0.238
```
Positions in Å, forces in eV/Å.

Its total energy is -573.34725 Ha. As for the molar mass: 115.21 g/mol. The relative energy (zero: lowest compared OMol25 entry of this formula, charge and spin) is 121.8 kJ/mol.

(7)
Density functional theory data (ωB97M-V/def2-TZVPD) for an isolated ion of composition C3H9N4 and charge +1 in a non-equilibrium geometry.

XYZ file:
```
16
Properties=species:S:1:pos:R:3:forces:R:3:nbo_charge:R:1
H -0.583713 1.710373 -1.429624 -0.72 -0.95 0.51 0.380
N -1.531886 1.302033 -1.230598 -0.54 1.00 0.16 -0.251
N -1.740596 0.949627 -0.069131 0.92 -1.18 1.33 0.044
N -0.824815 0.667459 0.921361 -7.34 -0.29 2.70 -0.352
C 0.508909 0.681164 0.806058 3.46 -1.38 -4.73 -0.273
C 1.155355 -0.782268 0.817585 -3.46 -0.82 2.25 -0.235
N 0.847205 -1.667611 -0.256782 0.14 -1.03 2.37 -0.387
C 0.579627 -1.479545 -1.434266 0.10 1.37 -2.25 -0.020
H -2.735840 0.679009 0.267425 1.74 0.56 -1.16 0.451
H -1.355318 0.417933 1.848368 1.58 0.60 -2.37 0.435
H 0.997405 1.405285 1.383506 0.75 0.83 1.21 0.252
H 0.648229 1.042991 -0.296613 0.47 -0.51 1.84 0.194
H 2.167072 -0.684115 0.908425 2.87 0.33 0.12 0.234
H 0.844634 -1.413782 1.804536 0.47 1.90 -2.01 0.219
H 0.394742 -2.328227 -2.070648 -0.10 -0.30 -0.27 0.198
H 0.628989 -0.500328 -1.969603 -0.34 -0.13 0.31 0.112
```
Positions in Å, forces in eV/Å.

Its total energy is -338.30215 Ha. Its SMILES is [H]/N=[NH+]\NCCN=C. The net charge is +1. As for the molar mass: 101.13 g/mol. The relative energy (zero: lowest compared OMol25 entry of this formula, charge and spin) is 574.2 kJ/mol.

The highest relative energy (zero: lowest compared OMol25 entry of this formula, charge and spin) belongs to which entry?
C3H9N3O2

Among the records above, which one has the lowest relative energy (zero: lowest compared OMol25 entry of this formula, charge and spin)?
C3H9N3Si